1.
# C25H48INO12PS4

A 4-piece molecular cluster, C25H48INO12PS4 overall (ωB97M-V with the def2-TZVPD basis set, the OMol25 dataset).

Last column: Mulliken charge in e.
Cartesian coordinates (Å):
C: -1.137 5.630 -1.180  -1.113
C: -1.479 4.300 -0.286  -0.235
O: -0.522 3.313 -0.699  -0.372
P: -0.807 1.706 -0.139  1.118
C: 0.600 1.996 1.168  -1.191
C: 1.324 0.652 1.662  -0.218
C: 0.435 -0.336 2.537  0.552
C: 0.106 -1.737 1.890  -0.291
C: -0.699 -2.852 2.589  -0.562
C: -1.235 -2.593 4.019  -0.232
C: -0.926 -1.225 4.663  -0.359
C: -0.101 -0.080 3.963  -0.340
C: 0.471 1.108 -1.472  -0.805
S: 0.584 2.306 -2.937  -0.087
C: 1.468 1.258 -4.236  -0.450
C: 0.466 0.738 -5.401  -0.561
C: -2.303 1.425 -1.358  -0.322
C: -2.552 -0.152 -1.651  -0.150
O: -3.077 -0.896 -0.777  -0.505
I: -2.073 -1.137 -3.549  -0.077
O: -1.952 2.177 1.114  -0.586
C: -2.571 1.095 1.739  0.523
N: -3.084 0.192 2.337  -0.642
H: -0.020 5.896 -1.069  0.248
H: -1.793 6.474 -0.767  0.365
H: -1.388 5.398 -2.269  0.245
H: -2.572 4.069 -0.542  0.227
H: -1.344 4.671 0.804  0.190
H: -0.991 0.335 0.267  -0.115
H: 0.186 2.523 2.114  0.305
H: 1.354 2.727 0.713  0.329
H: 1.808 0.027 0.831  0.290
H: 2.209 0.987 2.347  -0.061
H: 0.516 -1.951 0.833  0.150
H: -0.858 -3.824 1.993  0.278
H: -1.823 -3.435 4.517  0.218
H: -1.292 -1.049 5.729  0.223
H: 0.110 0.903 4.491  0.302
H: 1.538 1.044 -1.072  0.627
H: 0.216 0.053 -1.874  0.147
H: 2.394 1.779 -4.661  0.402
H: 1.866 0.303 -3.714  0.163
H: -0.587 1.053 -5.093  0.215
H: 0.720 1.265 -6.380  0.175
H: 0.545 -0.408 -5.534  0.152
H: -2.219 2.042 -2.315  0.424
H: -3.284 1.771 -0.849  0.412
O: 4.316 2.039 4.144  -0.633
S: 5.004 3.065 3.407  1.229
O: 5.526 2.836 2.086  -0.620
O: 6.183 3.677 4.334  -0.265
C: 7.151 2.783 4.880  -0.324
C: 8.156 2.337 3.834  -0.986
C: 3.983 4.511 3.359  -0.824
H: 6.660 1.924 5.349  0.314
H: 7.675 3.326 5.670  0.271
H: 7.681 1.718 3.070  0.299
H: 8.955 1.750 4.292  0.384
H: 8.593 3.200 3.325  0.254
H: 3.615 4.718 4.362  0.306
H: 3.149 4.307 2.686  0.267
H: 4.572 5.345 2.979  0.337
O: -0.330 1.662 -8.375  -0.608
S: -0.958 0.636 -9.162  1.200
O: -0.348 0.115 -10.359  -0.629
O: -2.472 1.092 -9.506  -0.272
C: -2.674 2.350 -10.148  -0.343
C: -2.319 2.292 -11.622  -0.976
C: -1.367 -0.724 -8.107  -0.940
H: -2.112 3.138 -9.637  0.319
H: -3.735 2.592 -10.045  0.273
H: -1.248 2.134 -11.764  0.291
H: -2.591 3.224 -12.122  0.385
H: -2.836 1.461 -12.111  0.259
H: -1.865 -0.343 -7.217  0.281
H: -0.438 -1.226 -7.833  0.349
H: -2.012 -1.413 -8.652  0.388
O: -2.246 -6.213 4.891  -0.615
S: -2.261 -6.518 6.296  1.237
O: -1.059 -6.846 7.018  -0.624
O: -3.365 -7.670 6.573  -0.271
C: -3.269 -8.892 5.842  -0.326
C: -2.159 -9.779 6.375  -0.979
C: -3.085 -5.207 7.155  -0.976
H: -3.139 -8.693 4.774  0.310
H: -4.226 -9.407 5.960  0.267
H: -1.178 -9.331 6.198  0.299
H: -2.177 -10.755 5.885  0.384
H: -2.261 -9.918 7.454  0.256
H: -4.016 -4.978 6.640  0.316
H: -2.426 -4.338 7.147  0.375
H: -3.272 -5.522 8.181  0.354

LUMO, eV: 2.11
Frontier orbital gap, eV: 7.32
Total charge: -1
Molar mass, g/mol: 840.80

***

2.
# C25H48LuP4S

C25H48LuP4S as an isolated structure (ωB97M-V with the def2-TZVPD basis set, the OMol25 dataset).

Last column: Mulliken charge in e.
Cartesian coordinates (Å):
Lu: -0.535 1.321 -0.617  1.302
P: -2.852 0.880 0.721  0.474
P: 0.312 -1.660 0.546  1.035
P: -0.540 -0.349 -2.771  0.805
H: 0.860 4.658 -2.751  0.444
C: 0.628 3.638 -2.382  -0.232
C: -0.547 3.286 -1.533  -1.941
H: -0.848 3.914 -0.677  0.599
C: -2.883 1.641 2.388  -1.079
C: -3.679 -0.745 0.946  -1.079
C: -4.013 1.899 -0.275  -1.168
C: 2.096 -2.081 0.518  -1.222
C: -0.013 -2.150 2.289  -1.296
C: -0.314 -3.183 -0.232  -1.685
C: -0.754 0.736 -4.233  -1.411
C: -2.071 -1.346 -2.931  -1.224
C: 0.818 -1.380 -3.442  -1.197
H: 0.877 2.953 -3.195  -0.223
H: -1.316 2.758 -2.128  0.973
H: -2.361 2.606 2.342  0.312
H: -2.324 1.002 3.084  0.194
H: -3.902 1.803 2.759  0.513
H: -3.056 -1.383 1.590  0.273
H: -3.735 -1.267 -0.019  0.289
H: -4.688 -0.689 1.375  0.462
H: -3.512 2.842 -0.544  0.379
H: -4.944 2.146 0.254  0.423
H: -4.258 1.395 -1.224  0.354
H: 2.188 -3.167 0.467  0.511
H: 2.586 -1.722 1.423  0.251
H: 2.557 -1.639 -0.363  0.237
H: -0.288 -3.211 2.293  0.554
H: -0.823 -1.551 2.715  0.160
H: 0.893 -1.994 2.883  0.412
H: 0.137 -3.995 0.354  0.645
H: 0.004 -3.240 -1.279  0.344
H: -1.408 -3.198 -0.152  0.347
H: -0.705 0.142 -5.159  0.530
H: 0.079 1.452 -4.220  0.356
H: -1.704 1.284 -4.170  0.424
H: -2.236 -1.618 -3.981  0.474
H: -2.931 -0.749 -2.601  0.321
H: -2.061 -2.247 -2.310  0.283
H: 0.775 -1.367 -4.540  0.441
H: 0.793 -2.417 -3.097  0.380
H: 1.769 -0.929 -3.130  0.263
C: 3.236 3.653 -1.516  -0.021
C: 3.948 2.569 -2.254  -0.310
C: 5.405 2.650 -1.996  -0.483
C: 5.972 3.656 -1.233  -0.482
C: 5.233 4.759 -0.779  -0.379
C: 3.848 4.703 -0.885  -0.414
S: 1.784 3.083 -0.988  0.352
H: 3.466 1.732 -1.689  0.269
H: 3.771 2.448 -3.363  0.405
H: 5.978 1.822 -2.426  0.477
H: 7.072 3.689 -1.065  0.448
H: 5.699 5.599 -0.259  0.445
H: 3.210 5.379 -0.344  0.473
C: 1.199 3.040 2.580  -1.219
P: 1.551 1.328 1.981  0.839
C: 3.365 1.603 1.852  -0.911
C: 1.661 0.430 3.620  0.949
C: 2.699 -0.464 3.942  -0.483
C: 2.664 -1.173 5.141  -0.651
C: 1.604 -1.018 6.042  -0.680
C: 0.592 -0.083 5.753  -0.669
C: 0.612 0.633 4.542  -0.511
H: 1.916 3.308 3.364  0.475
H: 0.176 3.141 2.959  0.372
H: 1.320 3.730 1.738  0.384
H: 3.708 2.188 2.715  0.507
H: 3.858 0.637 1.806  0.306
H: 3.554 2.155 0.934  -0.265
H: 3.539 -0.620 3.271  0.223
H: 3.466 -1.862 5.370  0.432
H: 1.556 -1.606 6.962  0.427
H: -0.219 0.098 6.475  0.422
H: -0.186 1.375 4.341  0.266

LUMO, eV: -10.62
ΔE to the lowest compared entry with this formula, charge and spin, eV: 0.499
Frontier orbital gap, eV: 5.33
Total charge: +3
Molar mass, g/mol: 679.59

***

3.
# C25H48NdOP2

C25H48NdOP2 as an isolated structure (ωB97M-V with the def2-TZVPD basis set, the OMol25 dataset).

Last column: Mulliken charge in e.
Cartesian coordinates (Å):
Nd: 0.082 0.054 0.434  -0.349
C: -1.757 1.612 0.864  0.598
C: -2.134 0.663 -0.223  1.121
C: -2.051 -0.561 1.801  0.892
C: -1.747 0.863 2.117  0.991
C: -2.291 -0.698 0.399  0.861
C: -1.742 3.111 0.709  -1.887
H: -1.407 3.471 -0.283  0.256
H: -1.129 3.639 1.456  0.347
H: -2.780 3.469 0.837  0.370
C: -1.738 1.504 3.461  -1.150
H: -1.461 2.561 3.456  0.401
H: -0.970 1.026 4.219  0.143
H: -2.691 1.306 3.947  0.419
C: -2.169 -1.647 2.821  -1.700
H: -3.233 -1.741 3.069  0.473
H: -1.658 -1.442 3.771  0.037
H: -1.818 -2.645 2.510  0.128
C: -3.097 -1.846 -0.112  -1.940
H: -4.143 -1.595 0.128  0.394
H: -2.880 -2.786 0.415  0.453
H: -3.064 -2.065 -1.189  0.291
C: -2.901 1.176 -1.363  -1.777
H: -3.827 1.587 -0.937  0.361
H: -3.187 0.407 -2.080  0.470
H: -2.411 2.004 -1.892  0.172
C: 1.545 0.435 -2.693  0.297
C: 0.539 1.297 -2.842  0.317
C: -0.053 1.637 -4.184  -1.227
C: -0.933 0.481 -4.750  -1.077
C: -0.988 -0.752 -3.872  -0.169
C: 0.048 -1.598 -3.784  -0.327
C: 1.354 -1.362 -4.496  -0.905
C: 2.224 -0.242 -3.853  -1.159
H: 0.750 1.868 -4.907  0.447
H: -0.504 0.192 -5.724  0.379
H: -0.653 2.565 -4.106  0.360
H: 2.492 0.494 -4.628  0.386
H: 1.948 0.076 -1.724  0.199
H: -0.005 1.806 -2.017  0.206
H: 3.181 -0.677 -3.511  0.341
H: 1.914 -2.310 -4.568  0.380
H: -0.080 -2.600 -3.348  0.455
H: 1.151 -1.076 -5.540  0.371
H: -1.947 0.841 -4.999  0.335
H: -1.975 -1.048 -3.479  0.501
P: 1.826 1.909 1.373  1.520
C: 1.385 2.627 2.927  -1.315
H: 2.264 3.234 3.131  0.642
H: 1.235 1.945 3.761  0.065
H: 0.512 3.281 2.855  0.220
C: 3.449 1.252 1.578  -1.344
H: 3.981 2.113 1.994  0.450
H: 3.913 0.965 0.627  0.354
H: 3.515 0.408 2.275  0.304
C: 1.958 3.316 0.334  -1.400
H: 2.439 3.087 -0.617  0.378
H: 2.608 3.959 0.931  0.501
H: 1.007 3.826 0.152  0.271
P: 1.031 -2.472 0.483  1.650
C: -0.223 -3.654 0.085  -1.600
H: 0.396 -4.468 -0.292  0.550
H: -0.999 -3.403 -0.636  0.192
H: -0.725 -3.989 1.005  0.421
C: 2.640 -2.618 -0.214  -1.288
H: 2.585 -2.780 -1.289  0.302
H: 3.025 -3.520 0.266  0.555
H: 3.330 -1.789 0.009  0.269
C: 1.381 -3.162 2.073  -1.726
H: 1.590 -4.199 1.784  0.614
H: 0.543 -3.145 2.767  0.264
H: 2.273 -2.733 2.520  0.354
C: 0.194 -0.162 4.258  -1.792
O: 0.153 -0.048 2.761  -0.160
H: 0.516 -1.166 4.165  0.489
H: -0.606 -0.536 4.977  0.497
H: 1.001 0.467 4.645  0.281

LUMO (alpha / beta), eV: -2.28 / -2.18
ΔE to the lowest compared entry with this formula, charge and spin, eV: 2.487
Frontier orbital gap (alpha / beta), eV: 6.98 / 7.09
Total charge: +1
Molar mass, g/mol: 570.85
Spin multiplicity: 4

***

4.
# C25H49BrI3NO13P3

A 3-piece molecular cluster, C25H49BrI3NO13P3 overall (ωB97M-V with the def2-TZVPD basis set, the OMol25 dataset).

Last column: Mulliken charge in e.
Cartesian coordinates (Å):
C: 0.654 -2.906 2.718  -0.890
C: -0.584 -2.220 3.032  0.286
C: -1.880 -2.718 2.178  -0.756
P: -3.202 -1.371 1.881  -0.168
I: -3.637 -1.654 4.363  -0.218
C: -4.446 -2.791 1.400  -0.502
C: -5.993 -2.310 1.552  -0.581
C: -6.551 -1.548 0.277  0.483
N: -8.026 -1.240 0.268  -0.667
O: -5.894 -1.190 -0.723  -0.576
O: -2.150 0.012 2.147  -0.396
C: -2.065 0.814 0.913  -0.818
C: -3.338 1.771 1.066  -0.282
C: -3.401 2.233 2.615  0.477
O: -2.412 2.758 3.179  -0.553
O: -4.601 2.108 3.395  -0.439
C: -2.021 -0.276 -0.279  0.617
Br: -0.082 -0.875 -0.176  -0.092
C: -2.082 0.247 -1.811  -0.367
I: -2.083 2.415 -2.194  0.038
C: -2.108 -0.634 -2.940  0.069
C: -2.178 -0.120 -4.459  -1.036
I: -2.060 -2.821 -2.725  -0.035
O: -3.008 -1.245 0.123  0.215
H: 1.212 -3.569 3.454  0.231
H: 1.131 -2.794 1.677  0.030
H: -0.620 -1.395 3.808  0.238
H: -2.257 -3.633 2.751  0.516
H: -1.517 -3.115 1.153  0.268
H: -4.427 -0.589 1.946  -0.124
H: -4.354 -3.699 2.094  0.432
H: -4.269 -3.028 0.302  0.201
H: -6.595 -3.294 1.621  0.362
H: -6.187 -1.770 2.543  0.231
H: -8.400 -1.713 -0.578  0.338
H: -8.150 -0.233 0.046  0.331
H: -1.068 1.359 0.981  0.472
H: -3.292 2.738 0.468  0.455
H: -4.331 1.254 0.851  -0.063
H: -4.909 3.042 3.485  0.344
H: -3.249 -0.124 -4.869  0.239
H: -1.621 0.854 -4.635  0.376
H: -1.620 -0.919 -5.076  0.329
O: -1.238 7.278 -2.861  -0.693
P: -0.103 8.245 -3.204  1.029
O: 0.257 7.624 -4.703  -0.347
C: -0.747 7.549 -5.702  -0.292
C: -0.845 8.849 -6.474  -1.003
O: 1.083 7.480 -2.344  -0.353
C: 0.761 6.697 -1.199  -0.423
C: 0.693 5.228 -1.571  -0.801
O: 1.091 9.443 -3.493  -0.324
C: 0.676 10.758 -3.838  -0.133
C: -0.574 11.215 -3.113  -1.235
H: -1.717 7.282 -5.273  0.283
H: -0.460 6.744 -6.384  0.348
H: -1.258 9.641 -5.842  0.208
H: -1.500 8.739 -7.341  0.417
H: 0.140 9.178 -6.815  0.238
H: -0.168 7.038 -0.735  0.319
H: 1.556 6.847 -0.464  0.353
H: 0.003 5.050 -2.399  0.121
H: 0.375 4.625 -0.718  0.363
H: 1.673 4.875 -1.903  0.265
H: 0.547 10.823 -4.922  0.203
H: 1.502 11.428 -3.579  0.346
H: -1.444 10.620 -3.412  0.360
H: -0.789 12.261 -3.341  0.373
H: -0.458 11.105 -2.031  0.368
O: 4.738 -8.544 1.866  -0.732
P: 5.201 -7.107 2.126  0.984
O: 4.845 -7.115 3.749  -0.313
C: 5.433 -8.083 4.601  -0.309
C: 6.790 -7.623 5.094  -1.003
O: 3.822 -6.355 1.604  -0.370
C: 3.006 -6.947 0.602  -0.370
C: 1.838 -7.680 1.243  -1.030
O: 5.794 -5.519 2.387  -0.234
C: 7.198 -5.308 2.437  -0.135
C: 7.980 -6.165 1.461  -1.244
H: 5.513 -9.055 4.106  0.280
H: 4.761 -8.208 5.455  0.336
H: 7.515 -7.620 4.275  0.205
H: 7.168 -8.290 5.872  0.421
H: 6.737 -6.608 5.495  0.241
H: 3.592 -7.603 -0.045  0.366
H: 2.621 -6.139 -0.027  0.367
H: 2.173 -8.409 1.985  0.265
H: 1.244 -8.200 0.488  0.368
H: 1.191 -6.974 1.769  0.254
H: 7.550 -5.460 3.461  0.194
H: 7.368 -4.254 2.199  0.347
H: 7.904 -7.228 1.720  0.359
H: 9.038 -5.892 1.473  0.374
H: 7.595 -6.047 0.445  0.369

LUMO, eV: -0.03
Frontier orbital gap, eV: 4.06
Total charge: -1
Molar mass, g/mol: 1125.20

***

5.
# C25H49Ca3O17P2

C25H49Ca3O17P2 as an isolated structure (ωB97M-V with the def2-TZVPD basis set, the OMol25 dataset).

Last column: Mulliken charge in e.
Cartesian coordinates (Å):
Ca: 0.611 2.485 4.516  0.826
Ca: 2.381 -3.068 -1.180  1.105
Ca: 1.786 -3.428 4.859  0.890
P: 3.687 0.148 7.783  0.796
O: 4.356 -1.039 7.104  -0.505
O: 2.265 -0.096 7.446  -0.438
O: 3.862 1.490 7.015  -0.448
O: 4.049 0.528 9.270  -0.721
P: -0.998 -1.026 1.205  0.688
O: 0.489 -0.705 1.685  -0.470
O: -0.727 -2.497 1.502  -0.459
O: -0.703 -0.729 -0.313  -0.642
O: -1.699 -0.020 2.116  -0.646
O: 6.602 -7.480 1.179  -0.449
C: 5.645 -6.761 0.539  0.648
O: 4.935 -6.007 1.182  -0.729
O: 5.435 -6.730 -0.690  -0.743
H: 6.978 -7.912 0.408  0.294
C: -9.500 0.681 0.585  -0.506
C: -10.693 -0.316 0.182  -0.468
C: -11.380 0.478 -0.933  -0.418
O: -10.228 1.096 -1.584  -0.411
C: -9.432 1.718 -0.577  -0.412
H: -8.553 0.142 0.615  0.266
H: -9.645 1.228 1.517  0.309
H: -11.317 -0.470 1.063  0.286
H: -10.249 -1.255 -0.148  0.266
H: -12.230 1.128 -0.726  0.291
H: -11.766 -0.243 -1.655  0.259
H: -9.983 2.627 -0.335  0.237
H: -8.485 2.079 -0.978  0.303
C: 2.585 6.847 -0.474  -0.630
C: 1.756 5.837 -1.155  -0.369
C: 0.535 5.804 -0.229  -0.522
O: 1.096 5.913 1.102  -0.361
C: 2.344 6.587 0.995  -0.392
H: 2.304 7.848 -0.801  0.278
H: 3.592 6.759 -0.881  0.318
H: 2.222 4.858 -1.047  0.237
H: 1.510 6.090 -2.187  0.316
H: -0.137 4.946 -0.259  0.315
H: -0.222 6.587 -0.225  0.233
H: 3.108 5.846 1.232  0.302
H: 2.463 7.523 1.541  0.277
C: -2.161 -8.706 -3.651  -0.515
C: -3.013 -7.730 -4.320  -0.520
C: -2.415 -6.336 -3.932  -0.455
O: -1.274 -6.754 -3.116  -0.380
C: -1.649 -7.899 -2.463  -0.438
H: -1.318 -9.061 -4.244  0.242
H: -2.732 -9.621 -3.487  0.307
H: -4.018 -7.970 -3.972  0.253
H: -3.091 -7.837 -5.402  0.301
H: -3.160 -5.823 -3.325  0.297
H: -2.118 -5.782 -4.823  0.312
H: -2.489 -7.639 -1.818  0.259
H: -0.895 -8.298 -1.785  0.333
C: 8.603 0.838 -0.049  -0.807
C: 8.690 0.781 -1.590  -0.399
C: 7.834 -0.424 -1.742  -0.527
O: 6.777 -0.259 -0.714  -0.360
C: 7.240 0.461 0.383  -0.313
H: 8.923 1.789 0.378  0.392
H: 9.275 0.127 0.432  0.263
H: 9.702 0.661 -1.976  0.320
H: 8.052 1.539 -2.045  0.250
H: 8.321 -1.394 -1.643  0.302
H: 7.588 -0.511 -2.800  0.318
H: 7.348 -0.131 1.292  0.284
H: 6.846 1.476 0.416  0.281
C: -5.011 4.644 8.498  -0.578
C: -4.474 6.094 8.589  -0.466
C: -3.228 6.144 7.714  -0.445
O: -3.009 4.773 7.297  -0.366
C: -4.251 4.071 7.337  -0.436
H: -6.088 4.499 8.414  0.345
H: -4.716 4.074 9.379  0.232
H: -4.194 6.457 9.578  0.292
H: -5.270 6.698 8.155  0.244
H: -2.386 6.623 8.215  0.305
H: -3.465 6.757 6.845  0.263
H: -4.060 3.005 7.453  0.330
H: -4.819 4.355 6.450  0.285
C: 3.400 -0.752 -7.957  -0.548
C: 3.142 -2.088 -8.466  -0.607
C: 3.455 -2.925 -7.223  -0.392
O: 2.905 -2.057 -6.177  -0.378
C: 2.655 -0.738 -6.637  -0.374
H: 3.092 0.059 -8.616  0.349
H: 4.489 -0.707 -7.966  0.254
H: 3.780 -2.257 -9.333  0.318
H: 2.139 -2.244 -8.863  0.281
H: 4.533 -3.008 -7.080  0.256
H: 3.129 -3.965 -7.218  0.292
H: 3.146 0.021 -6.029  0.256
H: 1.587 -0.520 -6.626  0.291

LUMO, eV: -1.23
Frontier orbital gap, eV: 2.35
Total charge: -1
Molar mass, g/mol: 803.83